C51H43BF9N8OPRbSe4 | wB97M-V/def2-TZVPD

Geometry as XYZ:
```
119
Properties=species:S:1:pos:R:3:mulliken_charge:R:1
Rb 0.292 0.871 0.660 1.23
C 1.129 6.610 2.637 -1.42
C 0.379 5.317 2.707 0.44
C -0.598 4.919 3.592 -1.25
C -0.951 3.612 3.188 0.18
N -0.232 3.245 2.138 1.18
N 0.577 4.296 1.844 0.17
B 1.536 4.218 0.633 -1.07
N 0.723 4.239 -0.681 0.29
N -0.106 3.214 -0.995 0.49
C -0.671 3.546 -2.145 -0.28
C -0.207 4.804 -2.591 -1.75
C 0.688 5.208 -1.626 0.74
C 1.518 6.454 -1.563 -1.34
C -1.622 2.631 -2.813 0.61
C -2.577 3.120 -3.705 -0.62
C -3.468 2.262 -4.339 -0.62
C -3.428 0.897 -4.085 -1.10
C -2.482 0.399 -3.197 0.18
C -1.581 1.257 -2.576 0.22
N 2.344 2.878 0.710 1.64
N 2.519 2.079 -0.369 -0.89
C 3.324 1.096 0.018 0.15
C 3.676 1.253 1.375 -0.60
C 3.037 2.408 1.779 0.08
C 3.070 3.102 3.104 -1.39
C 3.752 0.058 -0.944 0.06
C 3.091 -0.119 -2.161 0.13
C 3.479 -1.131 -3.032 -0.57
C 4.524 -1.986 -2.698 -0.59
C 5.192 -1.806 -1.492 -0.72
C 4.813 -0.787 -0.629 -0.17
C -1.955 2.698 3.777 0.07
C -2.592 3.017 4.971 -0.72
C -3.532 2.156 5.527 -0.64
C -3.835 0.954 4.903 -0.98
C -3.193 0.620 3.716 -0.04
C -2.274 1.492 3.155 1.05
H 0.828 7.244 3.470 0.40
H 0.928 7.149 1.708 0.12
H 2.208 6.455 2.693 0.26
H -1.003 5.505 4.405 0.43
H 2.291 5.165 0.654 -0.16
H -0.462 5.332 -3.501 0.39
H 1.336 7.050 -2.457 0.41
H 2.585 6.226 -1.512 0.27
H 1.275 7.064 -0.690 0.14
H -2.631 4.189 -3.888 0.43
H -4.206 2.664 -5.025 0.36
H -4.127 0.228 -4.571 0.43
H -2.451 -0.664 -2.982 0.59
H -0.841 0.867 -1.885 0.04
H 4.307 0.625 1.986 0.33
H 3.837 2.651 3.731 0.40
H 2.111 3.029 3.625 0.01
H 3.295 4.166 2.984 0.25
H 2.269 0.545 -2.410 0.58
H 2.956 -1.261 -3.973 0.57
H 4.817 -2.782 -3.374 0.41
H 6.011 -2.464 -1.221 0.42
H 5.338 -0.653 0.310 0.37
H -2.345 3.943 5.480 0.33
H -4.012 2.418 6.463 0.36
H -4.540 0.264 5.350 0.41
H -3.382 -0.343 3.256 0.33
H -1.790 1.244 2.222 -0.58
Se 0.924 0.644 4.917 -0.07
Se -0.532 -0.527 6.308 -0.31
Se -0.149 -2.463 4.952 0.05
Se -2.101 -3.285 4.234 -0.49
O 0.842 -0.862 2.483 -0.12
N 0.131 -0.668 3.402 0.12
N -3.031 0.381 0.174 -0.51
H -3.174 1.387 0.175 0.29
H -3.561 0.010 0.956 0.13
H -3.447 0.021 -0.679 0.14
F 1.264 -3.681 -7.281 -0.29
C 1.502 -4.497 -6.242 0.73
F 0.861 -5.657 -6.482 -0.27
F 2.820 -4.780 -6.250 -0.26
C 1.078 -3.890 -4.938 0.44
C 1.132 -4.674 -3.790 -1.16
C 0.758 -4.138 -2.570 -0.36
C 0.334 -2.811 -2.479 0.16
C 0.300 -2.037 -3.635 -0.67
C 0.659 -2.574 -4.868 -0.79
P -0.226 -2.027 -0.904 1.95
C -1.929 -2.705 -0.762 0.34
C -2.594 -2.530 0.455 -1.12
C -3.905 -2.947 0.615 -0.69
C -4.578 -3.512 -0.457 -0.13
C -3.943 -3.676 -1.678 -1.28
C -2.620 -3.280 -1.827 -0.30
C -6.019 -3.898 -0.322 0.84
F -6.303 -5.026 -1.001 -0.27
F -6.838 -2.941 -0.803 -0.27
F -6.360 -4.103 0.960 -0.27
C 0.733 -3.043 0.300 -0.59
C 0.236 -4.039 1.133 0.01
C 1.077 -4.692 2.022 -1.28
C 2.425 -4.372 2.066 0.23
C 2.940 -3.397 1.228 -0.56
C 2.090 -2.733 0.360 0.76
C 3.304 -5.115 3.027 0.75
F 4.575 -4.676 3.001 -0.30
F 3.332 -6.434 2.740 -0.28
F 2.866 -5.004 4.291 -0.23
H 1.467 -5.703 -3.856 0.41
H 0.805 -4.752 -1.679 0.48
H 0.001 -0.995 -3.576 0.26
H 0.626 -1.965 -5.763 0.48
H -2.087 -2.079 1.306 0.66
H -4.387 -2.835 1.579 0.60
H -4.475 -4.124 -2.509 0.42
H -2.128 -3.431 -2.783 0.40
H -0.812 -4.296 1.132 0.49
H 0.672 -5.440 2.694 0.41
H 3.992 -3.138 1.266 0.61
H 2.494 -1.956 -0.279 -0.78
```

Results
LUMO level (spin up / spin down): 1.877 / 1.894 eV
ΔE to the lowest compared entry with this formula, charge and spin: 0.0 kJ/mol
Energy: -13377.64577 hartree
Total charge: -1

C51H45FN5P2PtSe2 | wB97M-V/def2-TZVPD

Geometry as XYZ:
```
107
Properties=species:S:1:pos:R:3:mulliken_charge:R:1
Pt -0.928 -0.240 -1.493 1.18
C 1.482 3.039 -1.145 -1.61
C 0.027 3.497 -1.165 0.81
C -0.762 2.952 0.028 -1.03
C -0.719 3.300 -2.481 0.40
C -1.452 4.399 -2.929 -1.07
C -2.167 4.378 -4.112 -1.55
C -2.173 3.221 -4.870 -0.30
C -1.485 2.088 -4.457 1.34
C -1.553 0.838 -5.319 1.49
C -2.997 0.459 -5.651 -1.76
C -0.737 1.004 -6.604 -1.55
C -0.741 2.128 -3.259 -1.16
N -0.040 0.942 -2.886 -0.06
C 1.130 0.690 -3.593 1.86
C 1.858 1.705 -4.236 -0.65
C 3.034 1.455 -4.920 -0.76
C 3.536 0.164 -5.002 -0.74
C 2.830 -0.867 -4.401 -0.63
C 1.657 -0.601 -3.728 -0.37
F 0.997 -1.658 -3.210 -0.30
H 1.950 3.377 -0.218 0.52
H 2.045 3.478 -1.970 0.40
H 1.591 1.958 -1.201 0.11
H 0.056 4.586 -1.041 0.58
H -0.902 1.872 -0.042 0.11
H -1.753 3.410 0.077 0.42
H -0.235 3.163 0.963 0.15
H -1.439 5.303 -2.329 0.40
H -2.712 5.255 -4.440 0.38
H -2.731 3.191 -5.799 0.33
H -1.125 0.016 -4.746 -0.35
H -3.474 1.216 -6.279 0.39
H -3.594 0.340 -4.747 0.36
H -3.020 -0.485 -6.199 0.41
H -1.145 1.811 -7.219 0.30
H -0.770 0.085 -7.195 0.43
H 0.306 1.234 -6.388 0.27
H 1.474 2.715 -4.191 0.43
H 3.560 2.279 -5.387 0.42
H 4.462 -0.042 -5.523 0.38
H 3.169 -1.894 -4.440 0.46
Se 5.311 0.354 2.506 -0.39
P 3.293 -0.096 2.889 -0.38
C 2.447 1.330 3.638 0.77
C 2.076 1.441 4.971 -0.09
C 1.531 2.628 5.446 -0.67
C 1.341 3.701 4.591 -0.73
C 1.697 3.589 3.253 -0.41
C 2.250 2.413 2.781 -0.53
C 3.140 -1.523 3.995 0.71
C 3.597 -1.447 5.311 -0.26
C 3.505 -2.551 6.141 -0.87
C 2.992 -3.751 5.657 -0.59
C 2.594 -3.848 4.334 -0.31
C 2.673 -2.735 3.505 -0.84
C 2.268 -0.438 1.441 0.03
C 0.900 -0.574 1.183 0.41
N 0.779 -0.571 -0.165 0.31
N 1.988 -0.443 -0.699 -0.21
N 2.890 -0.355 0.244 -0.94
P -0.571 -1.123 2.059 0.61
Se -2.336 -0.675 0.982 -0.39
C -0.590 -0.504 3.768 0.55
C -1.253 0.696 4.017 -0.83
C -1.400 1.154 5.316 -0.93
C -0.908 0.408 6.378 -0.61
C -0.231 -0.779 6.136 -1.02
C -0.060 -1.228 4.834 0.09
C -0.432 -2.937 2.156 0.39
C -1.096 -3.686 3.121 -0.17
C -1.057 -5.073 3.077 -0.75
C -0.366 -5.718 2.063 -0.63
C 0.271 -4.974 1.078 -0.74
C 0.233 -3.590 1.118 -0.55
H 2.200 0.607 5.647 0.20
H 1.245 2.704 6.487 0.41
H 0.911 4.622 4.964 0.40
H 1.545 4.420 2.575 0.48
H 2.546 2.326 1.742 0.33
H 4.044 -0.530 5.673 0.61
H 3.851 -2.483 7.165 0.42
H 2.927 -4.614 6.308 0.41
H 2.215 -4.781 3.936 0.45
H 2.373 -2.816 2.471 0.67
H -1.680 1.245 3.185 0.34
H -1.915 2.088 5.499 0.45
H -1.045 0.755 7.394 0.41
H 0.169 -1.359 6.958 0.45
H 0.472 -2.152 4.661 0.43
H -1.659 -3.194 3.903 0.51
H -1.575 -5.646 3.835 0.42
H -0.338 -6.800 2.028 0.39
H 0.795 -5.472 0.271 0.46
H 0.717 -3.014 0.337 0.52
N -7.141 -2.959 -4.670 -0.61
C -6.187 -2.543 -4.176 -0.15
C -4.999 -2.026 -3.558 0.76
C -3.756 -2.592 -3.843 -0.81
C -2.615 -2.084 -3.246 0.11
C -2.664 -1.019 -2.335 -0.59
C -3.930 -0.474 -2.068 0.20
C -5.082 -0.955 -2.668 -0.79
H -3.696 -3.423 -4.536 0.44
H -1.656 -2.527 -3.491 0.45
H -4.017 0.354 -1.372 0.40
H -6.046 -0.512 -2.453 0.41
```

Results
LUMO level (spin up / spin down): 2.105 / 1.445 eV
ΔE to the lowest compared entry with this formula, charge and spin: 27.1 kJ/mol
Energy: -7949.04282 hartree
2S+1: 3
Expectation value of S²: 2.016
Total charge: -1